[1]
31
Properties=species:S:1:pos:R:3:forces:R:3:nbo_charge:R:1 method="wB97M-V/def2-TZVPD" multiplicity=1 fmax_ev_per_a=2.3 lumo_ev=0.51 smiles="NC[C@](N)(CCCCB(O)O)C(=O)O" total_charge=0 gap_ev=10.13 e_tot_ev=-19384.7707 e_homo_ev=-9.626
O 2.2349 -1.1436 -0.8903 -0.217 -0.605 -0.201 -0.953
O -1.9507 -2.4343 1.4729 0.436 0.488 -0.155 -0.681
O 3.7537 0.4455 -1.8313 0.361 -0.438 -1.398 -0.894
O 0.1811 -1.9185 0.9214 -0.529 -0.929 0.309 -0.633
N -2.9851 0.0625 -1.7173 -0.866 0.835 -0.732 -0.846
N -2.4615 0.2496 1.1293 -0.356 0.088 -0.125 -0.825
C 1.7520 1.8531 0.8190 -0.348 0.067 -0.461 -0.381
C -1.5190 -0.3849 0.2216 -0.086 -0.300 0.102 0.010
C -2.2262 -0.9511 -1.0360 0.653 0.425 -0.634 -0.230
C -0.3598 0.5993 -0.1376 0.200 -0.945 0.284 -0.404
C 0.4705 1.0497 1.0835 -1.318 0.636 0.961 -0.413
C -1.0008 -1.6527 0.9185 0.928 0.876 -0.452 0.830
C 2.9349 0.9621 0.5078 1.664 -0.459 -1.160 -0.759
B 2.9520 0.0293 -0.8250 -1.098 0.009 1.979 1.116
H -3.1148 -0.4673 1.4347 -0.095 0.216 0.110 0.364
H -0.7492 1.4265 -0.7387 -0.140 0.184 0.405 0.202
H 3.7972 -0.1180 -2.6332 -0.200 0.342 0.865 0.494
H -0.2053 1.6514 1.7274 0.277 -0.100 -0.421 0.217
H -1.4997 -3.1622 1.9221 0.069 -0.119 -0.016 0.505
H 3.1543 0.2824 1.3273 -0.396 -0.219 0.446 0.214
H 0.6579 0.1729 1.7270 0.332 0.329 -0.440 0.211
H -1.4963 -1.3419 -1.7391 0.541 -0.576 0.213 0.177
H -3.4293 -0.2995 -2.5722 0.226 0.099 0.722 0.368
H -3.0042 0.8899 0.5512 -0.074 0.025 0.231 0.374
H 0.2972 0.0666 -0.8119 0.092 -0.170 -0.282 0.222
H 3.8843 1.5389 0.4618 -0.606 0.092 -0.127 0.224
H -2.3698 0.8003 -2.0371 0.025 0.057 -0.029 0.354
H 2.0181 2.4471 1.7025 -0.318 -0.047 -0.111 0.206
H 1.5774 2.5791 -0.0131 0.106 -0.445 0.534 0.196
H 1.6067 -1.4997 -0.1991 1.070 1.095 -0.648 0.538
H -2.9005 -1.7327 -0.7462 -0.335 -0.511 0.233 0.199

=====

[2]
14
Properties=species:S:1:pos:R:3:forces:R:3:nbo_charge:R:1 method="wB97M-V/def2-TZVPD" multiplicity=1 fmax_ev_per_a=0.6 lumo_ev=0.89 smiles="O=C1CN1.CC=O" total_charge=0 gap_ev=10.52 e_tot_ev=-9844.2795 e_homo_ev=-9.636
O -0.3944 -0.2235 -1.5392 0.366 0.436 -0.212 -0.584
O 0.3939 0.6540 1.2296 -0.219 -0.386 0.106 -0.576
N -1.2687 -0.8720 2.0765 0.175 0.076 0.075 -0.619
C 1.8935 0.3291 -1.1444 0.054 -0.033 -0.023 -0.716
C 0.4246 0.6231 -1.2487 -0.027 -0.160 -0.352 0.465
C -0.5126 -0.1420 1.2537 0.263 0.265 0.096 0.664
C -1.6899 -0.6886 0.5973 -0.273 -0.125 0.183 -0.292
H 0.1134 1.6746 -1.0966 0.054 -0.108 -0.102 0.117
H 2.3165 0.3748 -2.1539 0.025 0.015 0.081 0.231
H 2.0326 -0.6834 -0.7560 0.000 0.145 -0.096 0.233
H -1.5787 -0.4979 2.9686 -0.474 -0.039 -0.282 0.398
H -1.6947 -1.6296 0.0574 0.091 0.170 0.172 0.234
H -2.4397 0.0322 0.2583 0.046 -0.180 0.466 0.216
H 2.4042 1.0492 -0.5026 -0.082 -0.074 -0.111 0.230

=====

[3]
98
Properties=species:S:1:pos:R:3:forces:R:3:mulliken_charge:R:1 method="wB97M-V/def2-TZVPD" multiplicity=1 fmax_ev_per_a=4.6 lumo_ev=-0.55 smiles="C[N+](=O)[O-].C[N+](=O)[O-].C[N+](=O)[O-].C[N+](=O)[O-].O=S1(=O)OCCO1.O=S1(=O)OCCO1.O=C1CCCO1.O=C1CCCO1.O=C1CCCO1.O=C1CCCO1" total_charge=0 gap_ev=9.26 e_tot_ev=-102356.4985 e_homo_ev=-9.813
S -1.2016 -3.5117 -1.0474 0.562 0.808 -1.879 0.987
S 5.5809 2.1899 -3.0071 0.256 -2.358 -0.410 1.071
O -0.2399 1.2754 2.4591 -0.570 0.900 4.067 -0.494
O -0.5226 -3.9652 -2.2836 -2.095 0.728 3.115 -0.630
O 4.8512 -5.3402 1.4582 0.957 -0.803 -0.151 -0.560
O -0.3659 -1.5483 5.8204 2.263 -1.378 -2.308 -0.649
O -7.3236 2.7420 -4.1190 0.518 0.205 0.270 -0.592
O -2.2762 -4.6022 -0.4746 0.396 0.931 -0.412 -0.346
O 5.1629 0.9871 -1.9666 -1.640 1.725 -0.280 -0.243
O -2.3859 -2.3768 -1.4372 2.549 -0.108 1.550 -0.051
O 1.5730 -2.5484 5.1557 -0.055 0.531 0.342 -0.385
O -0.9217 1.9784 -1.5218 2.881 -2.610 1.349 -0.608
O -5.7366 -0.4985 0.2571 1.589 2.103 0.992 -0.585
O 4.6485 2.3974 -4.1012 1.659 -0.865 2.078 -0.479
O 0.2378 4.9537 -1.3392 0.794 -0.727 1.814 -0.501
O 0.6747 6.2782 0.2741 0.398 1.563 0.538 -0.587
O 0.1357 0.7578 -5.2959 -0.987 -3.592 -0.334 -0.582
O 5.9920 3.2727 -2.1925 0.281 0.317 -0.260 -0.538
O -0.3433 -2.9415 -0.0126 -1.909 -1.372 -1.261 -0.285
O 0.4783 1.0689 4.5991 0.074 0.996 -0.815 -0.320
O 6.8289 1.2362 -3.5151 -0.694 2.584 -1.740 -0.378
O -0.4662 2.6326 -6.1278 -0.586 0.255 -0.870 -0.590
O 1.3165 1.5293 -1.4540 -1.874 0.968 -0.332 -0.193
O 4.9525 -4.8810 -0.6737 1.050 -0.678 -0.918 -0.570
O -5.2248 2.7550 -3.2826 -0.365 2.071 0.004 -0.347
O -4.7965 1.4071 0.9261 -0.320 -1.466 -0.211 -0.529
N -4.8572 0.1940 0.8529 -1.001 -0.511 -0.270 0.936
N 4.5915 -4.7267 0.4498 -2.436 1.182 1.734 0.984
N 0.2391 1.9183 -5.4669 0.587 0.364 0.823 1.023
N 0.5635 5.1676 -0.1616 -1.536 0.735 -1.904 0.907
C -0.6719 2.9448 5.5394 0.091 -0.419 1.786 -0.612
C -4.7222 0.5424 -3.3286 1.512 -1.577 -1.603 0.319
C -3.6049 -2.9922 -1.7390 0.202 -1.833 -0.010 -0.435
C 0.0121 1.2463 -1.1342 -1.895 1.769 -0.988 -0.113
C -0.3632 1.5717 3.6852 0.359 -1.641 -4.283 0.380
C 2.1979 0.5587 -0.9523 0.675 0.002 -0.893 -0.499
C 3.5818 -3.6414 0.6514 -0.356 1.408 -0.874 -0.158
C 6.1896 0.1054 -1.6535 0.438 -2.166 0.411 -0.298
C 0.7182 4.1062 0.8413 0.994 -0.030 0.044 -0.483
C 1.0093 -3.2192 3.0212 0.316 -0.399 -1.759 0.341
C -4.2449 1.8752 -2.8062 -0.191 -1.388 1.050 0.019
C -3.8127 -0.6905 1.5198 -0.634 0.404 -0.740 0.164
C 0.2861 1.7659 5.8304 -0.605 0.233 1.345 -0.462
C 2.1623 -3.2035 3.9964 -0.608 1.124 1.416 -0.479
C 0.0274 -0.0723 -0.3291 -1.522 0.827 -0.964 0.758
C -0.3224 -2.8347 3.7505 2.248 -0.546 -0.702 0.071
C 1.2470 2.5681 -4.6606 -0.182 2.066 -0.032 -0.560
C 7.3998 0.4407 -2.5197 -0.406 -0.331 0.224 -0.279
C -1.3889 2.4744 4.3154 0.226 1.157 -0.460 -0.295
C 0.2960 -2.1761 4.9664 -2.661 0.823 2.954 0.520
C -6.3603 2.1612 -3.7009 -0.427 0.076 -0.452 0.403
C -6.1844 0.6919 -3.5711 -0.568 -0.362 0.921 -0.469
C -3.6687 -4.2286 -0.7518 0.133 0.935 -0.821 -0.381
C 1.4393 -0.2089 0.0766 1.253 -0.269 1.396 0.846
H -2.8380 -0.2100 1.6041 -0.195 0.130 -0.371 -0.184
H 3.0259 1.1473 -0.5575 0.303 -0.580 -0.100 0.323
H 2.9918 -2.5586 3.7064 0.001 -0.065 -0.204 0.374
H -4.1644 -0.9410 2.5206 -0.220 -0.135 -0.243 0.372
H -4.2752 1.7063 -1.7298 -0.262 1.042 0.441 -0.112
H -1.3973 3.0718 6.3430 0.173 -0.106 0.223 0.284
H -0.9467 -2.1808 3.1415 0.127 0.013 0.253 -0.165
H 0.5558 2.9974 -3.9353 0.606 0.806 0.321 0.282
H -4.2419 0.3264 -4.2829 0.268 -0.208 -0.023 0.413
H -4.5375 -0.2857 -2.6443 0.335 0.094 -0.051 -0.508
H -0.2744 3.7925 1.1647 0.263 -0.753 -0.635 0.287
H 1.7726 -1.2451 0.1325 -0.024 0.010 0.078 -0.511
H -0.2373 -0.8487 -1.0469 0.030 0.107 -0.156 -0.010
H 5.8114 -0.8927 -1.8745 -0.018 -0.103 -0.501 0.240
H -0.8900 -3.7067 4.0753 -0.019 0.093 0.095 0.321
H 6.4282 -0.0138 -0.5966 -0.080 1.046 0.229 0.337
H -3.2282 2.2088 -3.0136 -0.276 -0.040 -0.537 0.278
H 1.7055 0.3063 0.9995 -0.687 -0.351 0.481 0.001
H 4.0242 -2.7560 0.1948 0.110 0.075 0.161 0.110
H 1.2053 4.5477 1.7108 -0.084 0.214 -0.211 0.349
H 2.5871 -4.1545 4.3178 -0.376 -0.102 -0.024 0.237
H -2.3113 1.9868 4.6308 0.125 -0.414 -0.451 0.286
H 3.2715 -3.4099 1.6704 0.604 -0.626 -0.088 -0.145
H -0.7477 -0.1063 0.4364 0.321 0.241 0.040 -0.174
H 1.1431 -4.1517 2.4729 -1.080 -0.259 0.003 0.566
H -0.1385 3.8952 5.5230 0.067 -0.096 -0.707 0.305
H 1.4596 3.4654 0.3639 -0.813 -0.989 0.283 0.009
H 2.4751 -0.0741 -1.7954 0.476 0.040 -0.054 0.149
H -3.9156 -1.4849 0.7806 0.939 -0.515 0.808 -0.249
H -0.1285 1.0190 6.5075 -0.095 0.150 0.142 0.313
H -4.2046 -5.0985 -1.1317 0.351 0.073 -0.196 0.357
H 2.6955 -3.8141 0.0409 0.100 -0.529 0.009 0.278
H -6.6440 0.4001 -2.6267 -0.674 0.028 -0.038 0.198
H 7.7492 -0.4369 -3.0635 0.286 0.050 0.350 0.275
H 1.5653 3.2711 -5.4303 0.832 0.626 1.018 0.319
H 1.2020 2.1542 6.2758 0.323 -0.416 -0.487 0.311
H -1.6327 3.3327 3.6893 -0.164 -0.413 -0.389 0.310
H 1.2317 -2.4790 2.2526 -0.301 0.279 0.036 -0.595
H -3.4670 -3.2507 -2.7889 -0.992 -0.381 -0.081 0.376
H -4.4411 -2.3245 -1.5318 0.200 0.096 -0.201 0.224
H 8.1979 0.9446 -1.9745 -0.011 0.084 -0.126 0.271
H -6.6468 0.1339 -4.3852 0.201 0.111 0.075 0.379
H -4.1870 -3.8882 0.1446 0.509 -0.180 0.345 0.260
H 2.0099 2.0183 -4.1094 -0.316 -0.511 -0.805 0.097

=====

[4]
50
Properties=species:S:1:pos:R:3:forces:R:3:nbo_charge:R:1 method="wB97M-V/def2-TZVPD" multiplicity=1 fmax_ev_per_a=1.2 lumo_ev=-0.19 smiles="CCCCCCOc1ccc(/C(C)=N/NC2=NCCN2)cc1[N+](=O)[O-]" total_charge=0 gap_ev=7.59 e_tot_ev=-31623.9561 e_homo_ev=-7.781
O -0.7364 -3.4741 0.8084 -0.283 -0.134 0.152 -0.400
O 1.3495 -3.8695 0.5169 0.075 -0.216 -0.030 -0.352
O 2.8541 -1.9129 0.0956 -0.144 0.091 0.023 -0.465
N -4.9280 -1.8873 -1.8556 0.489 -0.066 0.008 -0.628
N -4.0986 0.3375 -1.9837 -0.143 0.998 -0.213 -0.418
N -2.8935 -0.0682 -1.6031 0.657 -0.411 0.156 -0.226
N -6.3294 -0.1866 -2.3453 0.487 0.608 0.131 -0.545
N 0.3774 -3.1525 0.4361 -0.164 -0.642 0.310 0.518
C 0.5150 -1.8435 -0.1418 0.215 1.090 -0.524 0.014
C -5.1375 -0.5485 -2.0519 -0.711 -0.235 -0.106 0.558
C -1.8903 2.1903 -1.7845 -0.213 -0.294 -0.014 -0.685
C 1.7846 0.0350 -0.9029 0.381 -0.228 0.084 -0.309
C -7.1511 -1.3814 -2.3198 -0.065 -0.156 -0.082 -0.238
C 4.1531 -1.3524 0.1364 0.594 0.191 0.268 -0.057
C -6.2303 -2.5236 -1.8088 -0.365 -0.214 0.030 -0.232
C 4.4611 -0.7152 1.4942 -0.374 0.059 -0.434 -0.417
C -1.8799 0.7095 -1.5069 -0.786 0.218 -0.205 0.200
C 3.7012 0.5837 1.7540 0.282 -0.151 0.311 -0.403
C 0.6209 0.6635 -1.2898 -0.429 -0.184 0.061 -0.144
C -0.6301 0.0680 -1.1023 0.732 -0.351 0.217 -0.113
C 4.0703 1.1833 3.1096 -0.354 0.084 -0.109 -0.388
C -0.6488 -1.1962 -0.5253 0.151 -0.013 0.043 -0.136
C 3.4857 3.6018 2.5484 -0.137 -0.143 0.169 -0.607
C 1.7788 -1.2329 -0.3119 -0.391 -0.088 -0.071 0.340
C 3.2350 2.4126 3.4687 0.250 -0.007 -0.028 -0.388
H -1.1719 2.7002 -1.1485 0.014 0.066 0.005 0.231
H 4.2163 -1.4425 2.2704 0.080 -0.052 0.036 0.213
H 2.6257 0.3929 1.7330 -0.038 0.060 -0.055 0.203
H 2.1753 2.1486 3.4396 -0.043 -0.023 0.088 0.195
H -6.2524 -3.3981 -2.4628 -0.061 0.021 0.115 0.195
H 3.9230 0.4238 3.8810 0.081 -0.056 0.026 0.202
H -8.0151 -1.2141 -1.6729 -0.010 -0.143 -0.071 0.193
H 3.9354 1.3010 0.9651 -0.084 0.034 -0.101 0.192
H 5.1289 1.4531 3.1097 0.094 -0.028 0.055 0.192
H -4.3214 1.3014 -2.2173 0.073 -0.248 0.069 0.387
H 4.3166 -0.6422 -0.6796 -0.006 -0.081 0.003 0.170
H 2.7196 0.5442 -1.0701 0.080 0.005 0.036 0.224
H 3.4739 2.7048 4.4937 -0.094 -0.007 0.036 0.201
H 4.5459 3.8441 2.5197 0.126 0.070 -0.047 0.200
H -4.1581 -2.2109 -1.2952 0.006 0.092 -0.004 0.410
H -1.6391 2.3878 -2.8272 0.020 0.088 -0.059 0.233
H 0.6968 1.6306 -1.7618 0.013 0.128 -0.029 0.215
H 3.1509 3.3916 1.5358 -0.003 0.040 -0.146 0.197
H -7.5185 -1.5811 -3.3305 -0.061 -0.101 0.067 0.187
H -2.8735 2.6144 -1.5851 -0.003 0.085 0.002 0.219
H -6.4950 -2.8364 -0.7916 0.049 0.022 -0.101 0.183
H 5.5350 -0.5230 1.5377 0.078 -0.039 0.016 0.207
H 2.9453 4.4750 2.9068 -0.020 0.126 -0.044 0.211
H 4.8150 -2.2102 -0.0145 -0.081 0.152 -0.078 0.203
H -1.5914 -1.6954 -0.3701 0.035 -0.013 0.036 0.258